No. 1
Formula: C20H41N2P3ReS
Source: OMol25
Level of theory: ωB97M-V with the def2-TZVPD basis set

E_HOMO (spin up / spin down): -20.577 / -21.054 eV
HOMO-LUMO gap (spin up / spin down): 5.733 / 4.976 eV
Multiplicity: 4
Total charge: +4
Expectation value of S²: 3.9106
LUMO energy (spin up / spin down): -14.8 / -16.1 eV

The geometry in XYZ format:
```
68
Properties=species:S:1:pos:R:3:forces:R:3
Re -0.590626 0.134553 -0.023511 -0.788 3.548 0.869
P -0.840206 -2.184159 -0.128145 0.683 -5.189 -0.556
P 0.361857 -0.372142 2.113628 1.757 -1.018 3.014
P -0.997601 0.028404 -2.357815 -1.064 -0.827 -2.915
H 2.987964 3.893476 -0.811112 -0.569 -0.023 -0.576
C 2.188267 3.896433 -1.581406 0.158 2.161 -0.173
C 0.905961 4.267627 -1.222719 0.809 1.042 -0.033
H 0.597291 4.355804 -0.155935 0.430 0.378 -0.940
C 0.618398 -3.212134 -0.668285 0.134 0.573 -0.162
C -1.235072 -3.212463 1.374520 0.023 0.812 0.764
C -2.152950 -3.110464 -1.081846 -0.412 0.684 -0.519
C 1.178809 0.856587 3.194348 0.453 0.547 -0.495
C -0.796032 -0.859674 3.473028 -0.516 -0.043 -0.261
C 1.785495 -1.578956 2.160437 -0.232 -0.079 -0.306
C -0.536061 1.399986 -3.472641 0.086 0.346 0.476
C -2.824397 0.022161 -2.517814 -0.026 0.190 0.039
C -0.425958 -1.310204 -3.498271 0.251 -0.225 0.363
H 2.538256 3.944364 -2.643253 -0.446 -0.229 0.969
H 0.247611 4.745664 -1.975465 0.096 -0.873 0.403
H 0.302273 -4.274177 -0.644206 0.198 0.641 -0.043
H 1.475400 -3.059970 0.006003 -0.407 -0.135 -0.288
H 0.929044 -2.934435 -1.686406 -0.111 -0.215 0.354
H -1.244353 -4.265281 1.059824 -0.012 0.470 -0.036
H -2.219858 -2.931739 1.763277 0.153 -0.227 0.031
H -0.509355 -3.119778 2.182176 -0.150 -0.008 -0.162
H -2.049902 -4.177113 -0.807428 0.012 0.667 -0.128
H -2.066971 -3.025163 -2.168624 -0.082 -0.028 0.361
H -3.154929 -2.763221 -0.792301 0.244 -0.301 -0.158
H 1.393024 0.330426 4.146136 -0.232 0.423 -0.515
H 0.509326 1.707975 3.331794 0.179 0.057 0.303
H 2.127567 1.186057 2.758618 -0.596 -0.249 0.596
H -0.586809 -1.859641 3.854636 -0.054 0.043 -0.106
H -1.840527 -0.780908 3.162780 0.092 -0.200 0.131
H -0.620550 -0.153225 4.289277 -0.234 -0.179 -0.175
H 2.429543 -1.335337 3.022123 -0.390 -0.133 -0.307
H 2.371074 -1.465777 1.237689 -0.077 -0.054 0.244
H 1.468326 -2.628463 2.245135 0.155 0.399 -0.036
H -0.798431 1.068465 -4.482863 0.056 0.217 0.206
H 0.537686 1.601155 -3.422527 -0.129 0.009 -0.100
H -1.105109 2.300472 -3.241976 0.093 0.095 0.032
H -3.046567 0.259523 -3.564557 -0.107 -0.032 0.146
H -3.240427 0.805278 -1.868004 -0.034 -0.205 -0.302
H -3.284110 -0.943477 -2.271121 0.236 0.282 -0.017
H -0.546146 -0.924765 -4.526800 0.063 -0.316 0.535
H -0.965515 -2.260706 -3.411763 0.190 0.423 -0.036
H 0.636767 -1.506590 -3.300155 -0.205 0.087 -0.281
C 2.399500 1.813975 -0.068583 0.729 1.117 -0.254
C 3.180619 1.482912 -1.208245 1.220 -1.768 -0.451
C 4.361139 0.809842 -0.923848 -0.617 0.464 -0.905
C 4.789043 0.680206 0.410216 0.866 -0.714 -0.303
C 4.240389 1.471442 1.421410 -1.642 1.555 0.894
C 3.010688 2.111107 1.162824 1.333 -0.216 0.264
S 0.703182 1.994638 -0.283482 -1.549 -1.140 0.037
H 0.974920 -0.105859 -0.574252 0.134 -1.561 0.144
H 2.831699 1.661664 -2.244499 0.133 -0.563 0.842
H 4.964797 0.390966 -1.721096 -0.014 0.017 0.024
H 5.614124 -0.000049 0.656577 -0.167 0.373 -0.199
H 4.741262 1.569710 2.396222 -0.246 -0.032 -0.492
H 2.487078 2.832058 1.804428 0.492 -0.625 0.108
N -2.965042 1.643405 1.306068 -0.378 -0.295 0.322
C -4.238932 1.557480 1.727232 0.485 -0.113 -0.178
C -4.661795 0.258611 1.497126 0.177 -0.655 -0.097
C -3.580250 -0.423283 0.939832 -0.198 1.458 0.264
N -2.533332 0.451500 0.819531 0.003 -1.082 -0.458
H -2.361520 2.453999 1.342657 -0.095 -0.099 0.020
H -4.733604 2.408060 2.166647 -0.139 0.055 -0.035
H -5.625721 -0.160281 1.715862 -0.191 0.033 0.069
H -3.509724 -1.456552 0.608892 -0.014 0.483 0.175
```
Positions in Å, forces in eV/Å.

Löwdin atomic charge list, values in e, 2 entries: Re 0.584; P 0.700

=====

No. 2
Formula: C22H37GeN3O5RuSSeSi
Source: OMol25
Level of theory: ωB97M-V with the def2-TZVPD basis set

E_HOMO (spin up / spin down): -10.831 / -10.942 eV
HOMO-LUMO gap (spin up / spin down): 8.924 / 6.745 eV
Multiplicity: 6
Total charge: +1
Expectation value of S²: 8.7612
LUMO energy (spin up / spin down): -1.9 / -4.2 eV

The geometry in XYZ format:
```
72
Properties=species:S:1:pos:R:3:forces:R:3
Ru 0.149472 0.874381 1.166846 0.010 -0.082 0.112
O -3.504375 1.250511 3.841018 0.010 -0.008 -0.008
C -2.744014 1.713535 2.848754 -0.002 -0.066 0.041
O -2.271199 0.975407 2.007945 0.015 0.014 0.001
C -2.647334 3.219720 2.967485 -0.066 -0.002 -0.001
O -2.008895 3.860882 1.909285 0.164 0.009 0.015
C -0.743471 4.449393 2.203304 -0.070 -0.058 -0.004
C 0.345814 3.392484 2.085099 -0.105 0.053 -0.054
O 1.309418 3.522192 1.351472 0.052 -0.007 0.027
O 0.061457 2.281185 2.723240 0.018 0.021 -0.047
H -3.568552 0.286908 3.766213 0.004 0.002 -0.013
H -2.181817 3.423138 3.935981 0.008 0.009 -0.001
H -3.682081 3.572027 3.025631 0.008 0.026 -0.001
H -0.742130 4.901858 3.199965 0.009 -0.003 -0.012
H -0.575601 5.217078 1.454182 0.013 0.021 0.007
C -0.205483 3.103521 -4.207683 -0.019 0.003 0.047
Si -0.695873 1.308496 -4.334657 0.054 -0.037 0.015
C -0.273506 0.655036 -6.032715 -0.006 0.012 -0.016
C -2.507856 1.032253 -3.983301 -0.016 0.020 -0.005
C 0.324686 0.284187 -3.090723 0.006 0.000 -0.074
C 1.148558 -0.755319 -3.513990 -0.027 0.044 -0.051
C 1.887958 -1.518985 -2.615616 0.000 -0.022 0.042
C 1.791463 -1.214706 -1.274949 -0.006 0.047 0.008
N 1.005035 -0.229802 -0.832422 0.068 -0.036 0.020
C 0.292127 0.489006 -1.707816 -0.063 0.053 0.064
S -0.722797 1.678595 -0.896364 -0.024 0.054 -0.065
H -0.764357 3.697083 -4.934434 -0.007 -0.009 -0.012
H 0.857330 3.229624 -4.423245 0.005 0.002 0.004
H -0.402761 3.517117 -3.217557 0.010 -0.012 -0.017
H -0.836688 1.216658 -6.781285 -0.007 -0.012 -0.007
H -0.537645 -0.398100 -6.148819 -0.007 0.000 -0.012
H 0.785425 0.773815 -6.271832 0.001 -0.002 0.012
H -3.113276 1.568541 -4.717723 -0.006 0.006 0.007
H -2.792186 1.384313 -2.990724 -0.001 -0.009 -0.011
H -2.760910 -0.027651 -4.056193 0.006 -0.004 0.007
H 1.218488 -0.976759 -4.572004 0.017 -0.017 -0.002
H 2.527938 -2.322689 -2.951052 0.003 0.001 0.003
H 2.362477 -1.748894 -0.524459 0.008 -0.013 0.006
C -2.208676 -1.684294 -1.108885 0.050 0.002 0.103
Ge -2.083649 -3.259983 0.036498 -0.029 0.050 -0.094
C -0.568165 -4.389796 -0.460121 0.007 0.017 -0.008
C -3.721816 -4.316812 0.058408 0.008 0.004 -0.015
C -1.943949 -2.553133 1.885402 -0.024 -0.024 0.042
Se -0.427527 -1.476250 2.444176 0.048 0.006 0.097
C 1.026963 -2.708370 2.097104 -0.003 0.003 -0.043
H -1.455473 -1.709821 -1.897291 -0.020 0.013 -0.001
H -2.034260 -0.798757 -0.490589 -0.038 -0.021 -0.160
H -3.191083 -1.583276 -1.568694 -0.016 -0.049 0.013
H -0.872123 -5.025728 -1.292399 0.003 0.000 -0.006
H -0.247314 -5.036879 0.355832 -0.006 -0.003 0.006
H 0.278466 -3.789176 -0.794911 -0.003 -0.015 -0.007
H -3.923124 -4.711085 -0.937901 0.003 0.001 -0.002
H -4.574666 -3.708466 0.359713 0.002 -0.001 0.008
H -3.633679 -5.158905 0.744832 -0.006 0.001 0.006
H -2.017106 -3.344316 2.632535 -0.018 -0.009 -0.011
H -2.801172 -1.890993 2.021610 0.010 0.017 0.021
H 1.096699 -2.921611 1.036181 -0.006 -0.012 0.017
H 0.841126 -3.619911 2.659188 0.011 -0.012 -0.003
H 1.941235 -2.236176 2.447301 -0.008 0.006 0.019
N 6.107097 0.683761 3.521383 -0.008 -0.006 -0.010
C 4.865553 0.639807 2.993865 0.000 -0.002 0.020
C 4.649412 0.757288 1.612130 -0.018 0.000 -0.007
C 3.368791 0.696542 1.124229 0.022 0.002 0.000
N 2.289958 0.517855 1.899592 -0.064 0.031 0.011
C 2.490836 0.430707 3.224741 0.062 0.001 0.009
C 3.730758 0.468478 3.805956 0.001 -0.002 -0.011
H 6.899927 0.901505 2.945535 0.004 0.001 0.005
H 6.240746 0.690324 4.516135 0.006 0.003 0.000
H 5.476775 0.912293 0.932996 -0.002 0.000 -0.002
H 3.183858 0.810165 0.064833 -0.010 -0.005 -0.013
H 1.606056 0.340728 3.843294 -0.015 0.003 -0.010
H 3.824685 0.388250 4.880464 0.001 0.003 0.002
```
Positions in Å, forces in eV/Å.

Löwdin atomic charge list, values in e, 2 entries: Ru 1.257; O 0.146

=====

No. 3
Formula: C3H8AlBrIO
Source: OMol25
Level of theory: ωB97M-V with the def2-TZVPD basis set

E_HOMO: -5.151 eV
HOMO-LUMO gap: 8.239 eV
Total charge: -1
LUMO energy: 3.1 eV

The geometry in XYZ format:
```
15
Properties=species:S:1:pos:R:3:forces:R:3
C -1.071130 -1.895018 0.773892 -0.113 -0.092 0.076
C -0.556603 -0.983384 -0.344027 -0.135 0.064 -0.089
C -0.255040 0.439715 0.103907 0.130 0.049 0.085
Br -1.980742 1.462821 0.190741 -0.007 -0.011 0.037
Al 1.155863 1.608439 -0.781084 -0.146 0.042 -0.043
O 2.247345 2.169837 0.477508 -0.102 0.038 0.019
I 2.632008 0.030252 -2.265669 0.055 -0.056 -0.036
H -1.640481 -1.318409 1.508384 -0.035 -0.013 -0.079
H -1.732178 -2.681011 0.397136 0.074 -0.003 -0.015
H -0.252791 -2.387724 1.306051 0.018 0.098 -0.019
H 0.354904 -1.392120 -0.789553 -0.013 -0.056 0.081
H -1.286867 -0.949246 -1.157024 0.067 0.028 -0.007
H 0.006699 0.430976 1.166542 0.104 -0.073 -0.034
H 0.547190 2.744502 -1.731816 0.032 -0.037 0.018
H 1.831823 2.720371 1.145014 0.071 0.020 0.006
```
Positions in Å, forces in eV/Å.

natural (NBO) atomic charge list, values in e, 2 entries: C -0.612; C -0.454

=====

No. 4
Formula: C2H9NO3
Source: OMol25
Level of theory: ωB97M-V with the def2-TZVPD basis set

E_HOMO: -10.301 eV
HOMO-LUMO gap: 10.969 eV
Total charge: 0
LUMO energy: 0.7 eV

The geometry in XYZ format:
```
15
Properties=species:S:1:pos:R:3:forces:R:3
C 1.213649 -0.765150 0.996947 0.015 3.856 1.459
N 1.882548 -0.341175 -0.167522 -7.397 1.192 0.370
C 1.404953 0.816890 -1.045336 1.437 -0.373 1.288
O 0.380157 -0.012424 1.582682 1.165 -2.614 -2.155
H 1.621465 -1.644716 1.573672 -0.295 0.492 -1.098
H 2.791337 -0.391874 -0.183944 6.002 -1.183 -0.003
H 0.523173 0.549680 -1.546919 -1.108 -0.657 -0.771
H 2.212254 0.995226 -1.767657 -0.311 -0.223 0.136
H 1.185012 1.788420 -0.583433 0.312 -0.461 0.629
H -1.431269 0.948878 0.388398 1.019 -0.431 0.016
H -2.799131 1.346037 0.387997 -1.282 0.511 0.263
O -2.193647 0.908166 -0.190374 0.368 0.285 -0.282
H -1.636101 -1.534054 0.632320 0.253 0.038 0.263
H -2.709010 -0.875400 -0.266608 0.951 -2.795 1.496
O -2.445387 -1.788506 0.189776 -1.128 2.361 -1.611
```
Positions in Å, forces in eV/Å.

natural (NBO) atomic charge list, values in e, 2 entries: C 0.517; N -0.611